[1]
This record from OMol25 describes a structure of composition H10O7V. The level of theory is ωB97M-V with the def2-TZVPD basis set.

Structure (XYZ):
```
18
Properties=species:S:1:pos:R:3:forces:R:3:mulliken_charge:R:1
O -0.6277 1.0537 0.3411 0.37 -0.29 -0.02 -0.6654
V -0.3303 -0.4022 -0.1670 -2.71 -0.41 -1.87 1.2593
O -1.5997 -0.7850 -1.0701 2.10 0.58 1.31 -0.3579
O 0.7961 0.6159 -2.1707 0.19 -0.47 0.47 -0.5448
H 0.6064 1.4188 -2.6742 -0.22 -0.04 0.28 0.2952
H 1.5086 0.1753 -2.6504 -0.12 0.03 0.04 0.3165
O -1.7104 3.7700 0.6340 0.14 -0.22 -0.11 -0.6014
H -1.0790 4.3582 0.2062 -0.09 -0.02 0.05 0.3065
H -1.4245 2.8733 0.4007 -0.09 0.35 0.08 0.3913
O 1.5018 -0.5022 1.3284 0.26 -0.02 -0.19 -0.4760
H 1.7335 -1.0885 2.0614 -0.14 0.02 -0.13 0.2957
H 1.9465 0.3372 1.5218 -0.21 -0.06 -0.09 0.3340
O -1.2383 -1.4375 1.5139 -0.13 0.41 0.35 -0.4059
H -1.2234 -2.2505 2.0347 0.19 -0.04 -0.33 0.3096
H -1.9426 -0.8915 1.8997 0.13 -0.06 -0.17 0.3256
O 0.7612 -2.1791 -0.9076 0.91 0.04 0.24 -0.4260
H 1.6942 -2.2743 -0.6557 -0.21 -0.03 -0.01 0.3310
H 0.6276 -2.7916 -1.6462 -0.38 0.24 0.08 0.3127
```
Forces are in eV/Å.

Calculated values
**HOMO energy**: -13.332 eV
**Total charge**: +1
**Spin multiplicity**: 1

---

[2]
This record from OMol25 describes a cluster of 11 separate species, C36H95NO12 in total. The level of theory is ωB97M-V with the def2-TZVPD basis set.

Structure (XYZ):
```
144
Properties=species:S:1:pos:R:3:forces:R:3:mulliken_charge:R:1
C -2.8978 -7.1250 0.5153 -0.47 -0.36 1.24 -0.7721
O -3.8164 -6.3466 1.3002 0.58 0.14 -0.47 -0.2845
C -4.3483 -5.2922 0.5200 -1.09 0.25 0.15 -0.5733
C -5.2284 -4.3133 1.3457 2.40 -0.38 0.29 -0.7365
N -4.3871 -3.7471 2.4674 -1.37 0.33 -0.86 -0.2537
C -5.2236 -2.8307 3.2668 0.10 -0.04 1.21 -0.7102
C -4.6279 -2.3445 4.6156 0.64 0.71 -0.55 -0.5170
O -3.7077 -1.2519 4.4703 -1.16 -1.26 -2.66 -0.2348
C -3.1949 -0.7774 5.6351 0.82 0.66 0.13 -0.7630
H -3.3703 -7.6270 -0.3290 -0.21 0.36 -0.31 0.3227
H -2.5892 -7.9352 1.1759 0.23 0.11 0.04 0.2533
H -2.0234 -6.5498 0.2111 -0.06 0.14 -0.12 0.3060
H -5.0286 -5.7568 -0.1938 -0.04 0.08 -0.54 0.3782
H -3.5648 -4.7616 -0.0209 0.18 0.12 0.07 0.3835
H -6.1019 -4.8856 1.6582 -0.27 0.21 0.41 0.3867
H -5.5176 -3.4914 0.6908 -0.14 -0.07 0.00 0.3736
H -4.1540 -4.5510 3.0326 0.25 -0.06 0.30 0.1944
H -6.1370 -3.3523 3.5526 -0.39 -0.15 0.18 0.3983
H -5.5788 -1.9614 2.7134 0.43 0.01 -0.36 0.3811
H -4.1125 -3.1638 5.1169 0.08 -0.30 0.11 0.2907
H -5.3838 -1.9558 5.2979 -0.62 -0.38 -0.09 0.3615
H -2.3967 -0.1087 5.3128 0.37 -0.09 0.37 0.2087
H -2.8017 -1.6271 6.1932 0.09 0.30 0.78 0.3286
H -3.9010 -0.1254 6.1495 -0.28 -0.33 0.66 0.2827
C 5.1781 -0.3601 -5.7481 0.29 -1.40 -0.07 -1.1271
C 5.7149 -1.4811 -6.6993 -0.27 -0.24 1.83 0.3164
C 6.3546 -2.6703 -5.9093 -0.23 0.35 -0.44 -1.1935
O 4.6582 -1.9490 -7.5298 0.65 0.24 -0.37 -0.5281
H 4.7263 0.4606 -6.3053 0.51 0.18 0.09 0.3022
H 5.9707 -0.1295 -5.0363 0.12 0.76 -0.29 0.3428
H 4.3949 -0.7473 -5.0964 -0.26 -0.33 -0.14 0.2797
H 6.5374 -1.0607 -7.2780 -0.41 0.02 -0.59 0.2863
H 6.7692 -3.3995 -6.6053 0.04 0.10 -0.16 0.3187
H 5.6407 -3.2268 -5.3020 -0.29 0.21 0.10 0.3085
H 7.1639 -2.3519 -5.2523 -0.02 0.18 -0.01 0.3611
H 4.0725 -2.4622 -6.9683 -0.15 -0.08 0.06 0.3333
C -2.3372 0.6893 -5.7393 -0.49 0.68 -0.46 -1.2189
C -3.2213 -0.5382 -5.7745 0.17 -0.15 -1.52 0.5696
C -3.3595 -1.1846 -7.1809 0.57 -0.26 -0.33 -1.3549
O -2.5661 -1.4268 -4.9090 -0.41 -1.24 0.48 -0.5194
H -2.7041 1.4626 -6.4142 0.24 0.10 -0.15 0.3335
H -1.3091 0.3991 -5.9558 -0.09 0.06 -0.31 0.3208
H -2.3249 1.1275 -4.7414 -0.14 -0.01 0.15 0.3790
H -4.2478 -0.3310 -5.4722 -0.07 0.17 0.46 0.1498
H -3.9575 -0.6285 -7.9028 -0.07 0.53 0.37 0.3661
H -3.7899 -2.1847 -7.2322 -0.27 -0.04 0.83 0.3496
H -2.4067 -1.3483 -7.6844 0.40 0.33 0.25 0.3219
H -2.5472 -0.9774 -4.0609 0.17 -0.19 0.26 0.3026
C 8.5743 -2.4557 0.8562 -0.07 0.41 1.09 -1.3383
C 8.5778 -3.9775 1.0349 -0.68 1.27 -0.86 0.5352
C 7.1637 -4.5678 0.8687 0.25 -0.60 0.33 -1.2043
O 9.4242 -4.5197 0.0405 0.09 -0.41 -0.18 -0.5454
H 7.8660 -2.0352 1.5700 -0.37 -0.03 -0.05 0.3659
H 8.3092 -2.0685 -0.1276 -0.07 -0.54 -0.14 0.3221
H 9.4906 -1.9476 1.1566 0.42 -0.44 -0.22 0.3389
H 9.0298 -4.2754 1.9809 -0.40 0.34 0.47 0.2122
H 6.7797 -4.5173 -0.1502 0.33 0.27 -0.11 0.3229
H 6.3778 -4.1883 1.5218 0.29 0.32 0.20 0.3410
H 7.2544 -5.6270 1.1096 -0.18 -0.26 -0.04 0.3317
H 9.4095 -5.4545 0.2584 0.39 -0.33 -0.48 0.3182
C -8.9719 2.2640 0.0966 0.38 0.03 0.66 -1.2604
C -8.3880 3.6053 0.6063 0.11 -0.61 1.16 0.5991
C -7.2760 3.5258 1.6981 -1.58 -1.32 -0.48 -1.2671
O -7.9102 4.3035 -0.4751 0.48 0.72 -2.04 -0.5398
H -9.2245 1.6198 0.9387 -0.05 0.07 0.21 0.3403
H -8.2843 1.6802 -0.5153 0.20 0.30 -0.11 0.3356
H -9.8996 2.4101 -0.4567 0.15 0.23 -0.11 0.3138
H -9.2382 4.1466 1.0214 -0.19 0.16 0.36 0.1273
H -6.9206 4.5079 2.0101 0.07 -0.08 -0.16 0.4024
H -6.4959 2.8437 1.3601 0.32 0.36 -0.06 0.3392
H -7.7552 3.0216 2.5373 0.21 0.17 0.40 0.3098
H -7.2818 4.9835 -0.2216 -0.07 -0.02 0.17 0.3006
C -1.0338 -8.6544 6.6505 0.52 -0.49 0.90 -1.2805
C -1.3312 -7.1747 6.4670 0.42 -1.44 -0.30 0.5788
C -0.4362 -6.5514 5.4480 0.08 1.03 0.27 -1.2562
O -2.6644 -7.0876 6.0536 -1.03 0.50 -0.34 -0.5275
H -1.5772 -9.0095 7.5261 -0.38 -0.28 -0.12 0.3645
H -0.0042 -8.9162 6.8945 0.30 0.44 -0.05 0.3650
H -1.2766 -9.2574 5.7755 -0.33 0.26 -0.05 0.3076
H -1.2524 -6.6227 7.4036 0.46 -0.06 0.24 0.1777
H -0.7072 -5.4961 5.4790 0.39 0.23 -0.40 0.2876
H -0.5292 -6.9001 4.4195 -0.18 -0.31 0.20 0.3067
H 0.5856 -6.6770 5.8063 0.11 0.16 -0.25 0.3676
H -3.1776 -7.4116 6.7974 -0.37 -0.03 -0.12 0.3092
C 5.1559 8.5024 -0.8701 -0.37 -0.56 -1.32 -1.1485
C 5.0952 7.0375 -0.4935 0.47 -0.19 1.50 0.5380
C 5.9354 6.0041 -1.2480 0.34 1.36 0.02 -1.2939
O 5.5591 6.9948 0.8803 -0.26 -0.51 -0.16 -0.5599
H 4.4579 9.1044 -0.2883 0.20 -0.09 0.38 0.3607
H 4.7531 8.5647 -1.8810 0.35 0.39 -0.38 0.3213
H 6.1758 8.8805 -0.8004 -0.13 0.08 -0.08 0.2878
H 4.0571 6.7058 -0.5125 -0.23 -0.07 -0.06 0.2071
H 5.9669 5.0649 -0.6957 -0.47 -0.06 -0.34 0.3151
H 6.9716 6.3396 -1.2920 0.13 0.16 0.05 0.3204
H 5.5983 5.9620 -2.2837 -0.13 -0.54 0.08 0.3640
H 4.9107 7.5046 1.3715 0.08 0.04 0.33 0.2873
C 2.0485 7.1840 6.0705 0.36 0.74 1.42 -1.2429
C 2.2298 8.7286 5.9517 0.87 -1.29 -0.13 0.4221
C 3.5976 9.2366 6.5327 -0.93 -0.01 -0.10 -1.1783
O 2.2659 9.0088 4.5759 -0.12 0.47 -0.83 -0.5014
H 2.1589 6.9687 7.1333 0.26 -0.19 0.20 0.3395
H 2.8444 6.6468 5.5548 -0.04 0.19 -0.16 0.2998
H 1.0839 6.7245 5.8549 -0.10 0.62 -0.61 0.3396
H 1.3739 9.2767 6.3456 0.01 -0.14 0.65 0.2414
H 3.8492 10.2092 6.1100 -0.33 0.25 -0.13 0.3794
H 4.4258 8.6127 6.1967 -0.15 -0.36 0.36 0.2938
H 3.5690 9.4090 7.6086 0.16 -0.47 0.08 0.3267
H 2.3973 9.9597 4.5855 0.02 0.19 -0.77 0.2807
C 0.7723 -1.3269 0.2601 0.26 0.76 0.40 -1.2249
C -0.2248 -0.3291 0.8743 0.93 1.40 -0.60 0.6772
C 0.2460 1.1231 0.7299 0.64 0.62 1.25 -1.4718
O -1.4785 -0.3691 0.2773 -1.21 -0.63 -0.63 -0.5467
H 0.5459 -2.3505 0.5585 0.07 -0.03 -0.29 0.3178
H 1.7828 -1.0561 0.5663 0.06 -0.25 0.62 0.3374
H 0.8794 -1.1898 -0.8160 -0.73 -0.26 -0.16 0.3149
H -0.3919 -0.4702 1.9422 0.52 -0.36 0.24 0.2126
H -0.3961 1.8264 1.2603 -0.59 -0.28 -0.03 0.3541
H 0.4166 1.6056 -0.2325 -0.06 -0.80 -0.39 0.3449
H 1.1584 1.2302 1.3165 0.44 -0.09 -0.22 0.3987
H -1.9163 -1.1426 0.6400 -0.40 -0.11 -0.17 0.2800
C -2.1843 7.7532 -1.7505 -0.54 -0.22 -1.02 -1.2998
C -2.3720 8.4469 -0.4643 -0.18 0.90 1.24 0.6043
C -1.8120 9.8677 -0.4593 0.04 0.05 0.27 -1.2470
O -3.7952 8.4583 -0.2242 -0.01 -0.19 -0.50 -0.5488
H -2.6138 6.7586 -1.6307 0.31 -0.16 -0.38 0.2983
H -1.1549 7.7504 -2.1088 0.02 -0.25 0.29 0.3677
H -2.7725 8.2846 -2.4986 -0.08 -0.06 -0.19 0.3290
H -1.9116 7.8379 0.3137 0.23 0.13 0.28 0.1990
H -2.3838 10.5054 -1.1334 -0.07 -0.06 -0.05 0.3241
H -0.7637 9.9261 -0.7521 0.04 -0.28 -0.15 0.3408
H -1.8448 10.3065 0.5379 -0.21 0.02 0.10 0.3367
H -4.0469 8.8520 0.6145 0.45 0.10 0.11 0.2955
C -0.3839 -6.6201 -6.3637 0.30 -0.74 -0.05 -1.2475
C 0.9692 -6.3547 -5.6912 0.01 -0.82 -0.58 0.4976
C 2.1021 -7.0860 -6.4272 -0.16 0.27 0.63 -1.3182
O 1.1792 -4.9753 -5.7358 0.24 0.92 0.19 -0.5104
H -0.5403 -7.6934 -6.4716 -0.06 -0.08 -0.15 0.3301
H -0.3539 -6.1559 -7.3494 -0.03 -0.09 -0.07 0.3373
H -1.2634 -6.2417 -5.8428 0.19 0.25 0.29 0.3932
H 0.9672 -6.6341 -4.6376 -0.09 -0.51 0.14 0.1863
H 3.0942 -6.9026 -6.0147 -0.11 0.36 0.29 0.3287
H 2.1496 -6.7556 -7.4648 -0.23 -0.36 -0.12 0.3252
H 1.9490 -8.1559 -6.2858 -0.12 -0.07 -0.55 0.3752
H 0.3882 -4.6730 -5.2837 0.07 0.92 -0.03 0.3022
```
Forces are in eV/Å.

Calculated values
**SMILES string**: COCCNCCOC.CC(C)O.CC(C)O.CC(C)O.CC(C)O.CC(C)O.CC(C)O.CC(C)O.CC(C)O.CC(C)O.CC(C)O
**HOMO energy**: -9.095 eV
**Spin multiplicity**: 1

---

[3]
This record from OMol25 describes a structure of composition C40H58N3OPS2Sb2SiTi. The level of theory is ωB97M-V with the def2-TZVPD basis set.

Structure (XYZ):
```
109
Properties=species:S:1:pos:R:3:forces:R:3:mulliken_charge:R:1
Ti 0.0649 -0.0263 -0.0670 -0.89 -0.97 0.85 -1.0767
C 0.9408 -0.9632 4.2146 -0.09 -0.10 0.03 -1.3970
Sb -0.4914 -0.3817 2.7603 0.07 0.21 0.06 1.0025
C -1.0922 1.4858 3.5794 -0.01 0.00 0.06 -0.6362
C -2.1286 -1.5354 3.5213 0.02 -0.09 0.04 -1.4918
C -1.7839 -2.9828 3.7224 -0.06 0.10 -0.01 0.5884
C -1.1806 -3.3877 4.9119 0.00 0.02 0.02 -0.4935
C -0.8205 -4.7084 5.1243 -0.01 -0.01 -0.02 -0.7400
C -1.0740 -5.6516 4.1388 0.00 0.01 0.01 -0.7924
C -1.7008 -5.2646 2.9653 0.01 -0.01 -0.04 -0.7257
C -2.0671 -3.9387 2.7404 -0.07 -0.01 -0.07 0.6861
C -2.7806 -3.5699 1.4737 0.06 -0.04 0.11 -1.4401
Sb -1.5126 -2.6601 -0.0031 0.22 0.32 0.00 1.1746
C -0.3015 -4.3650 -0.3460 0.03 -0.03 -0.02 -1.2314
C -2.8929 -2.8377 -1.5928 -0.07 0.05 -0.05 -1.1868
H 1.1669 -2.0246 4.1320 0.00 0.01 0.00 0.4163
H 0.4944 -0.7638 5.1885 0.05 -0.03 0.01 0.5381
H 1.8476 -0.3824 4.1189 0.11 0.09 0.02 0.2612
H -1.9985 1.3174 4.1602 0.02 0.02 0.02 0.6474
H -1.2902 2.2070 2.7929 0.01 -0.01 0.00 -0.4164
H -0.3050 1.8661 4.2287 -0.02 0.03 -0.01 0.4381
H -2.9808 -1.3696 2.8654 -0.04 -0.02 0.02 0.4398
H -2.3352 -1.0416 4.4717 -0.03 -0.05 0.02 0.9051
H -1.0097 -2.6566 5.6947 -0.01 -0.02 -0.02 0.4263
H -0.3639 -5.0019 6.0600 0.00 0.00 -0.01 0.4430
H -0.8111 -6.6895 4.2942 0.00 0.01 0.00 0.4379
H -1.9371 -6.0107 2.2146 0.01 0.01 0.02 0.4150
H -3.6421 -2.9228 1.6404 0.01 -0.01 0.00 0.6281
H -3.1361 -4.4641 0.9596 -0.04 -0.01 0.05 0.8116
H -0.9761 -5.2131 -0.4602 0.06 -0.04 -0.01 0.5864
H 0.3553 -4.5367 0.5052 -0.01 -0.02 0.00 0.4084
H 0.2911 -4.2487 -1.2513 -0.02 0.00 0.01 0.1297
H -3.3790 -3.8076 -1.4976 -0.03 0.01 -0.05 0.4781
H -2.3684 -2.7689 -2.5415 -0.03 -0.03 -0.02 0.3645
H -3.6393 -2.0478 -1.5319 0.00 0.00 0.00 0.3147
C 3.7447 -2.0443 -4.8531 0.15 0.18 -0.10 -0.9215
Si 2.4099 -3.0897 -4.1086 0.00 0.05 0.13 0.0647
C 0.8000 -2.8188 -4.9773 -0.20 -0.02 -0.11 -0.9394
C 2.8413 -4.8923 -4.1416 0.04 -0.21 0.02 -1.1577
C 2.3488 -2.6108 -2.2544 0.02 -0.03 0.03 -0.1768
C 3.3463 -3.1261 -1.4389 0.04 -0.04 0.10 -0.3013
C 3.4041 -2.8720 -0.0614 0.07 -0.06 -0.08 -1.7001
C 2.4655 -2.0407 0.4772 -0.15 0.04 -0.07 -0.8118
N 1.5059 -1.4849 -0.2925 0.46 -0.55 0.07 1.0438
C 1.4102 -1.7939 -1.6036 0.18 0.08 -0.09 1.4332
S -0.0183 -1.0613 -2.2916 0.24 -0.04 0.01 -0.4581
H 3.9719 -2.3733 -5.8705 -0.01 0.02 0.04 0.3888
H 4.6710 -2.0879 -4.2752 -0.02 0.01 -0.03 0.3691
H 3.4206 -1.0011 -4.9068 0.06 -0.01 0.00 0.1348
H 0.9337 -3.1844 -6.0005 -0.07 0.02 0.02 0.4231
H 0.5057 -1.7701 -5.0326 0.01 -0.04 -0.02 0.3150
H -0.0170 -3.3897 -4.5288 0.01 0.04 -0.03 0.2746
H 2.8207 -5.2582 -5.1714 -0.01 0.01 0.03 0.3822
H 2.1119 -5.4727 -3.5703 0.04 -0.04 -0.03 0.3509
H 3.8358 -5.1102 -3.7464 -0.03 0.00 -0.01 0.3715
H 4.1026 -3.7739 -1.8692 -0.02 0.02 0.01 0.3921
H 4.1656 -3.3160 0.5642 -0.01 -0.01 -0.02 0.5360
H 2.4332 -1.8053 1.5317 0.00 0.04 0.05 0.6656
C -4.3697 3.0740 1.7686 0.02 0.01 0.03 -0.6673
C -4.6308 2.4292 0.4178 0.12 0.03 -0.13 -0.9088
N -3.6061 2.7839 -0.5841 -0.16 0.09 0.06 0.1465
C -3.8086 4.0588 -1.3185 -0.02 -0.15 0.09 -0.7077
C -2.8855 5.1704 -0.8487 0.04 0.03 0.01 -0.8606
C -2.5351 2.0539 -0.8079 0.20 0.30 0.08 0.0929
S -2.2956 0.5946 0.1335 -0.01 0.04 -0.22 -0.2357
N -1.7333 2.4921 -1.8176 -0.34 -0.26 0.07 -0.3186
C -0.4916 2.1755 -1.9285 0.27 -0.09 0.44 -0.1475
O 0.1558 1.5340 -0.9585 0.07 1.13 -1.06 0.4229
C 0.2949 2.6037 -3.0898 -0.13 0.07 0.00 0.6764
C -0.2100 3.6182 -3.9053 0.01 0.01 -0.07 -0.7537
C 0.5124 4.0429 -5.0059 0.02 0.00 0.01 -0.8324
C 1.7350 3.4526 -5.3018 0.01 -0.01 0.02 -0.5943
C 2.2397 2.4388 -4.4950 -0.05 0.03 0.00 -1.4358
C 1.5242 2.0180 -3.3873 0.07 -0.06 -0.03 0.6500
H -5.1535 2.7845 2.4683 0.01 0.00 0.00 0.4308
H -4.3696 4.1619 1.7022 -0.02 -0.01 -0.01 0.3259
H -3.4093 2.7503 2.1736 -0.04 0.01 -0.02 -0.0468
H -5.5847 2.7532 0.0059 -0.01 0.01 0.01 0.4832
H -4.6671 1.3474 0.5017 -0.01 -0.04 0.01 0.4134
H -4.8495 4.3286 -1.1566 0.00 0.04 -0.01 0.4267
H -3.6726 3.8593 -2.3785 0.03 -0.01 -0.03 0.4240
H -3.0142 5.3745 0.2146 -0.02 0.00 -0.01 0.2500
H -3.1173 6.0844 -1.3956 0.00 0.00 0.01 0.4468
H -1.8400 4.9230 -1.0355 -0.03 0.00 0.00 0.1521
H -1.1627 4.0693 -3.6648 0.00 -0.01 0.00 0.4140
H 0.1265 4.8359 -5.6321 0.00 -0.02 0.00 0.4628
H 2.2984 3.7859 -6.1636 0.00 -0.01 0.01 0.4383
H 3.1911 1.9816 -4.7324 -0.01 0.00 0.00 0.4664
H 1.9068 1.2203 -2.7657 -0.03 0.00 -0.02 0.4167
C 3.0260 2.1411 -0.3396 0.03 0.11 0.00 -1.2086
P 2.1217 1.4078 1.0575 -0.16 -0.11 -0.23 1.9098
C 3.5188 0.7431 2.0125 0.05 0.11 0.01 -1.7833
C 1.5401 2.8498 1.9964 0.06 0.04 0.02 0.5044
C 0.4968 3.6273 1.4863 0.01 0.03 0.00 -0.5090
C 0.0616 4.7538 2.1646 0.02 -0.02 0.03 -0.6054
C 0.6531 5.1158 3.3689 0.01 -0.01 -0.02 -0.6702
C 1.6874 4.3506 3.8850 -0.01 -0.05 -0.03 -0.7685
C 2.1336 3.2258 3.1998 -0.05 0.00 0.10 -0.7682
H 3.8391 2.7493 0.0587 0.01 0.01 -0.04 0.7023
H 2.3635 2.7691 -0.9303 0.03 0.00 0.01 0.1819
H 3.4410 1.3616 -0.9807 0.00 -0.02 0.03 0.3174
H 4.2805 1.5190 2.0968 0.00 0.00 0.04 0.5757
H 3.9583 -0.0983 1.4835 0.01 -0.03 -0.07 0.5103
H 3.2364 0.4258 3.0081 -0.02 -0.08 0.10 0.1743
H 0.0153 3.3560 0.5562 0.02 -0.01 -0.03 0.1547
H -0.7422 5.3510 1.7537 0.01 0.01 0.00 0.4318
H 0.3130 5.9956 3.8992 0.00 -0.01 -0.01 0.4530
H 2.1562 4.6300 4.8193 0.00 -0.01 -0.01 0.4290
H 2.9456 2.6499 3.6245 0.00 0.02 -0.02 0.3457
```
Forces are in eV/Å.

Calculated values
**HOMO energy**: -12.703 eV
**Total charge**: +2
**Spin multiplicity**: 1

---

[4]
This record from OMol25 describes an isolated molecule of C4H3NS2. The level of theory is ωB97M-V with the def2-TZVPD basis set.

Structure (XYZ):
```
10
Properties=species:S:1:pos:R:3:forces:R:3:nbo_charge:R:1
N 0.3455 -1.0916 2.4515 -0.33 -0.41 1.17 -0.2335
C 0.6384 -0.7155 1.4167 0.48 0.56 -1.64 0.1983
C 0.9986 -0.2192 0.0950 0.55 -0.67 -0.34 -0.1765
S 2.0778 -1.0296 -0.8296 -0.74 0.53 0.69 0.1799
C 0.2535 1.0161 -0.3477 0.15 -1.13 -1.53 -0.5329
C -1.1245 0.6114 -0.8622 0.58 -0.40 -0.75 -0.2776
S -2.5127 1.0518 -0.2004 0.17 -0.16 -0.18 0.1431
H 0.1505 1.6774 0.4447 -0.25 1.29 1.57 0.2419
H 0.8263 1.4901 -1.1575 -0.20 -0.20 0.13 0.2530
H -1.0316 -0.0394 -1.7785 -0.41 0.58 0.89 0.2042
```
Forces are in eV/Å.

Calculated values
**SMILES string**: N#CC(=S)CC=S
**HOMO energy**: -9.343 eV
**Spin multiplicity**: 1